Record 1
{"formula": "C18H30N2O3P2S3", "method": "wB97M-V/def2-TZVPD", "orbital_gap_ha": 0.28304, "fmax_ev_per_a": 2.0, "smiles": "C#CCCC[C@]1(P(C)O)C(=O)N[C@@H](CCCSC(=S)N2CCOCC2)[C@H]1[PH2]=S", "energy_ev": -79354.43821, "charge": 0, "spin_multiplicity": 1, "species": ["C", "C", "C", "C", "C", "C", "P", "C", "O", "C", "O", "N", "C", "C", "C", "C", "S", "C", "S", "N", "C", "C", "O", "C", "C", "C", "P", "S", "H", "H", "H", "H", "H", "H", "H", "H", "H", "H", "H", "H", "H", "H", "H", "H", "H", "H", "H", "H", "H", "H", "H", "H", "H", "H", "H", "H", "H", "H"], "xyz": [[2.10647, 4.61274, 2.92506], [1.26587, 4.06857, 2.26583], [0.33404, 3.34403, 1.39819], [1.06512, 2.65221, 0.20731], [0.53000, 3.07625, -1.18768], [0.07257, 1.89025, -2.10549], [1.37499, 1.14321, -3.21526], [3.04272, 1.59054, -2.50925], [1.27292, 1.93357, -4.68564], [-1.22471, 2.47438, -2.78509], [-1.35171, 3.02457, -3.83296], [-2.24779, 2.26480, -1.82625], [-1.78013, 1.36701, -0.74141], [-2.83918, 0.51162, -0.02612], [-2.22509, -0.61979, 0.81365], [-2.20658, -0.33240, 2.34759], [-0.51136, -0.47241, 3.03328], [-0.08813, -2.24986, 2.98553], [-0.73494, -3.17775, 4.14827], [0.81341, -2.66792, 1.99857], [1.82555, -3.59613, 2.49489], [1.40788, -5.09959, 2.45274], [0.15890, -5.27373, 1.80504], [0.26795, -4.65563, 0.54073], [0.17013, -3.12263, 0.74630], [-0.58841, 0.66214, -1.42884], [-1.38620, -0.37892, -2.77616], [-1.07154, -2.30481, -2.60237], [3.00308, 5.05459, 3.28529], [-0.35692, 4.09193, 0.99686], [-0.24247, 2.59974, 1.95149], [1.10989, 1.57026, 0.34613], [2.10012, 3.00027, 0.26491], [1.29889, 3.64408, -1.71344], [-0.32246, 3.74975, -1.06484], [2.94284, 1.93618, -1.47854], [3.65859, 0.69807, -2.57619], [3.45612, 2.41682, -3.09622], [2.05068, 1.66103, -5.18749], [-3.12980, 1.92684, -2.19432], [-1.47246, 2.07742, 0.03551], [-3.50069, 0.05707, -0.77392], [-3.47113, 1.17988, 0.56467], [-2.83383, -1.51514, 0.65819], [-1.22224, -0.88792, 0.49893], [-2.59619, 0.66871, 2.53316], [-2.84339, -1.05749, 2.85769], [2.20966, -3.31649, 3.47308], [2.68093, -3.50534, 1.80953], [2.15553, -5.71619, 1.94011], [1.26164, -5.43062, 3.48184], [-0.61141, -4.93600, -0.04150], [1.17132, -4.94772, -0.00835], [0.67857, -2.62656, -0.08674], [-0.88731, -2.88004, 0.74573], [0.02192, -0.03816, -0.86224], [-2.78151, -0.17855, -2.73994], [-0.98070, 0.03927, -4.05986]]}

=====

Record 2
{"formula": "C14H5N2S13SbSe4Tc", "method": "wB97M-V/def2-TZVPD", "de_lowest_kj_mol": 0.0, "orbital_gap_ha": [0.17066, 0.17018], "fmax_ev_per_a": 0.8, "energy_ev": -428563.94081, "charge": -1, "spin_multiplicity": 1, "species": ["Tc", "S", "C", "S", "C", "C", "S", "S", "S", "S", "C", "S", "C", "C", "S", "S", "S", "Se", "Sb", "Se", "Se", "Se", "S", "C", "S", "C", "N", "N", "C", "C", "C", "C", "C", "C", "S", "H", "H", "H", "H", "H"], "xyz": [[-0.42191, -0.14408, 2.67326], [-7.51481, -1.37376, 1.55736], [-5.92037, -1.13085, 1.84731], [-4.65899, -1.87223, 0.91773], [-3.31239, -1.18968, 1.78995], [-3.62194, -0.34460, 2.80841], [-2.42553, 0.48036, 3.70511], [-5.32442, -0.09192, 3.09760], [-1.69717, -1.56200, 1.35891], [5.14333, 3.83943, 0.13246], [3.90360, 2.94166, 0.72133], [2.89197, 3.46488, 2.02994], [1.88189, 2.04685, 2.11816], [2.16495, 1.06411, 1.22470], [1.28881, -0.40779, 1.18034], [3.47417, 1.38177, 0.11531], [0.59852, 1.94612, 3.24061], [-3.01410, -2.94566, 5.65452], [-0.68900, -2.84573, 5.90372], [0.56399, -0.51593, 5.04661], [0.71084, -2.36972, 3.69353], [0.84255, -3.67504, 7.47247], [-2.12457, -0.52750, -4.32933], [-1.56833, 0.09899, -2.90241], [-2.56664, 0.47410, -1.53193], [-1.17053, 0.97656, -0.61989], [-0.06786, 0.88818, -1.27936], [-0.29207, 0.40046, -2.54526], [0.87257, 0.17823, -3.34211], [0.94036, 0.64894, -4.64341], [2.09936, 0.43911, -5.37465], [3.17799, -0.22619, -4.80919], [3.09724, -0.68823, -3.50334], [1.94135, -0.49075, -2.76542], [-1.33256, 1.58731, 1.00511], [0.09414, 1.16466, -5.07312], [2.16022, 0.80502, -6.39143], [4.08176, -0.38096, -5.38436], [3.93660, -1.20360, -3.05437], [1.85693, -0.84051, -1.74484]]}

=====

Record 3
{"formula": "C25H24Cl2N8O4STi", "method": "wB97M-V/def2-TZVPD", "de_lowest_kj_mol": 33.7, "orbital_gap_ha": 0.20793, "fmax_ev_per_a": 0.9, "energy_ev": -105408.14689, "charge": 2, "spin_multiplicity": 1, "species": ["Ti", "N", "N", "C", "N", "N", "N", "O", "O", "H", "H", "H", "H", "H", "S", "C", "C", "C", "C", "C", "N", "H", "H", "H", "H", "C", "C", "C", "N", "C", "C", "H", "H", "H", "H", "H", "Cl", "C", "C", "C", "C", "C", "Cl", "C", "N", "C", "C", "C", "C", "C", "C", "C", "C", "O", "O", "H", "H", "H", "H", "H", "H", "H", "H", "H", "H"], "xyz": [[1.17903, 1.80460, -0.55212], [0.00420, 1.58952, 2.12555], [1.09066, 1.65334, 3.00837], [2.28447, 2.04011, 2.55337], [3.34363, 1.98497, 3.33602], [2.26939, 2.51084, 1.28282], [3.42642, 2.68569, 0.61232], [3.17993, 2.71971, -0.62551], [4.51791, 2.79383, 1.08196], [-0.77580, 2.08544, 2.54472], [-0.25923, 0.61378, 1.99129], [0.99736, 1.28601, 3.94526], [3.28602, 1.60101, 4.26659], [4.23611, 2.32139, 3.00457], [0.99640, 2.59516, -2.71808], [0.37035, 3.98632, -1.87105], [0.01766, 5.22874, -2.38073], [-0.39469, 6.19428, -1.48420], [-0.43054, 5.91954, -0.11245], [-0.06176, 4.67137, 0.32017], [0.30801, 3.71721, -0.55378], [0.07838, 5.41819, -3.44285], [-0.68096, 7.17424, -1.84293], [-0.73582, 6.67257, 0.59898], [-0.05531, 4.40060, 1.36784], [-3.36241, -0.05125, -1.34549], [-2.24934, -0.59488, -1.96492], [-1.00396, -0.05920, -1.70785], [-0.82297, 0.96600, -0.85348], [-1.90942, 1.49240, -0.26230], [-3.18542, 1.01868, -0.48064], [-4.35051, -0.44679, -1.53842], [-2.33161, -1.42399, -2.65323], [-0.12539, -0.45508, -2.19770], [-1.74321, 2.34350, 0.38263], [-4.02215, 1.48725, 0.01744], [0.52740, -5.51223, 0.97944], [-0.79124, -4.57114, 1.58062], [-1.72956, -5.17310, 2.40153], [-2.75257, -4.42273, 2.95889], [-2.83826, -3.06548, 2.69751], [-1.90631, -2.49099, 1.85506], [-2.04702, -0.77386, 1.50151], [-0.86778, -3.21137, 1.26302], [0.08566, -2.58029, 0.45511], [0.29286, -2.98316, -0.89429], [-0.67993, -3.66525, -1.61764], [-0.46159, -3.98411, -2.94763], [0.71607, -3.60271, -3.57812], [1.68496, -2.91796, -2.86331], [1.49513, -2.63164, -1.51677], [2.53723, -1.88047, -0.70623], [2.05576, -0.47865, -0.64465], [1.94772, 0.27004, -1.66508], [1.59520, 0.04812, 0.43327], [-1.63703, -6.22870, 2.61499], [-3.47913, -4.89494, 3.60455], [-3.62403, -2.46049, 3.12716], [0.02882, -1.57686, 0.55193], [-1.60410, -3.95120, -1.12996], [-1.21782, -4.52807, -3.49807], [0.88384, -3.85047, -4.61706], [2.61103, -2.62868, -3.34479], [3.52680, -1.92337, -1.16112], [2.56248, -2.27537, 0.30800]]}

=====

Record 4
{"formula": "C26H29N6O4PbS", "method": "wB97M-V/def2-TZVPD", "de_lowest_kj_mol": 67.2, "orbital_gap_ha": 0.21586, "fmax_ev_per_a": 0.2, "energy_ev": -60648.40156, "charge": -1, "spin_multiplicity": 1, "species": ["Pb", "O", "C", "O", "C", "C", "C", "C", "C", "N", "C", "O", "O", "H", "H", "H", "H", "C", "C", "N", "C", "S", "N", "N", "C", "C", "C", "C", "C", "C", "C", "N", "H", "H", "H", "H", "H", "H", "H", "H", "H", "H", "H", "H", "H", "C", "N", "C", "C", "C", "C", "C", "C", "C", "C", "H", "H", "H", "H", "H", "H", "H", "H", "H", "H", "H", "H"], "xyz": [[-0.05145, -0.50697, 0.26889], [3.59559, 0.63000, 3.29711], [2.48886, 0.79923, 2.45874], [2.49851, -0.12389, 1.37990], [1.24653, 1.07332, 2.98840], [1.09069, 1.66193, 4.29478], [-0.13809, 2.06154, 4.71137], [-1.27170, 1.91132, 3.87552], [-1.08301, 1.28559, 2.67411], [0.11334, 0.83706, 2.24926], [-2.25999, 1.09879, 1.71233], [-3.38799, 1.37904, 2.09468], [-1.95272, 0.71152, 0.51948], [4.24487, 1.30104, 3.07479], [1.96751, 1.77299, 4.91715], [-0.25032, 2.50045, 5.69709], [-2.26043, 2.24163, 4.15321], [-4.28932, -3.29956, 3.71181], [-4.25397, -1.99778, 2.92312], [-4.09693, -2.21100, 1.49469], [-2.91517, -2.22927, 0.83051], [-1.45804, -2.39347, 1.75960], [-3.05888, -2.15040, -0.48679], [-1.90389, -1.99713, -1.15853], [-1.97108, -1.91532, -2.44181], [-3.25591, -2.01691, -3.21349], [-0.71382, -1.61860, -3.16016], [-0.74560, -1.06358, -4.44646], [0.44052, -0.74133, -5.07905], [1.64075, -0.97611, -4.42511], [1.58227, -1.53098, -3.15524], [0.45118, -1.85451, -2.53975], [-4.41873, -3.09607, 4.77731], [-5.11087, -3.93680, 3.37760], [-3.35350, -3.84099, 3.57514], [-5.18223, -1.44107, 3.06036], [-3.44526, -1.36040, 3.28005], [-4.86596, -1.95069, 0.89772], [-3.98482, -2.56086, -2.61938], [-3.67439, -1.02616, -3.41816], [-3.10422, -2.52417, -4.16811], [-1.69323, -0.86860, -4.92882], [0.42734, -0.30113, -6.06898], [2.59447, -0.73251, -4.87372], [2.49563, -1.71674, -2.59672], [-0.05854, 3.16379, -0.12601], [0.83261, 2.12977, -0.62915], [0.70145, 1.99599, -2.06829], [2.20438, 2.40644, -0.20986], [3.17338, 1.28647, -0.50302], [3.99146, 1.37558, -1.62784], [4.87751, 0.37155, -1.98652], [4.96308, -0.76588, -1.19612], [4.17353, -0.87456, -0.06405], [3.28748, 0.13823, 0.29158], [0.19653, 4.15244, -0.54594], [0.01494, 3.21222, 0.96001], [-1.08672, 2.91464, -0.38338], [0.98839, 2.92305, -2.59600], [-0.33729, 1.76755, -2.31385], [1.32639, 1.18211, -2.43644], [2.18357, 2.58697, 0.86468], [2.57567, 3.32077, -0.70911], [3.91082, 2.26486, -2.24430], [5.49065, 0.47633, -2.87271], [5.64643, -1.56539, -1.45491], [4.21777, -1.74538, 0.57681]]}

=====

Which formula does entry 3 have?
C25H24Cl2N8O4STi

=====

What did the first record say?
{"formula": "C18H30N2O3P2S3", "method": "wB97M-V/def2-TZVPD", "orbital_gap_ha": 0.28304, "fmax_ev_per_a": 2.0, "smiles": "C#CCCC[C@]1(P(C)O)C(=O)N[C@@H](CCCSC(=S)N2CCOCC2)[C@H]1[PH2]=S", "energy_ev": -79354.43821, "charge": 0, "spin_multiplicity": 1, "species": ["C", "C", "C", "C", "C", "C", "P", "C", "O", "C", "O", "N", "C", "C", "C", "C", "S", "C", "S", "N", "C", "C", "O", "C", "C", "C", "P", "S", "H", "H", "H", "H", "H", "H", "H", "H", "H", "H", "H", "H", "H", "H", "H", "H", "H", "H", "H", "H", "H", "H", "H", "H", "H", "H", "H", "H", "H", "H"], "xyz": [[2.10647, 4.61274, 2.92506], [1.26587, 4.06857, 2.26583], [0.33404, 3.34403, 1.39819], [1.06512, 2.65221, 0.20731], [0.53000, 3.07625, -1.18768], [0.07257, 1.89025, -2.10549], [1.37499, 1.14321, -3.21526], [3.04272, 1.59054, -2.50925], [1.27292, 1.93357, -4.68564], [-1.22471, 2.47438, -2.78509], [-1.35171, 3.02457, -3.83296], [-2.24779, 2.26480, -1.82625], [-1.78013, 1.36701, -0.74141], [-2.83918, 0.51162, -0.02612], [-2.22509, -0.61979, 0.81365], [-2.20658, -0.33240, 2.34759], [-0.51136, -0.47241, 3.03328], [-0.08813, -2.24986, 2.98553], [-0.73494, -3.17775, 4.14827], [0.81341, -2.66792, 1.99857], [1.82555, -3.59613, 2.49489], [1.40788, -5.09959, 2.45274], [0.15890, -5.27373, 1.80504], [0.26795, -4.65563, 0.54073], [0.17013, -3.12263, 0.74630], [-0.58841, 0.66214, -1.42884], [-1.38620, -0.37892, -2.77616], [-1.07154, -2.30481, -2.60237], [3.00308, 5.05459, 3.28529], [-0.35692, 4.09193, 0.99686], [-0.24247, 2.59974, 1.95149], [1.10989, 1.57026, 0.34613], [2.10012, 3.00027, 0.26491], [1.29889, 3.64408, -1.71344], [-0.32246, 3.74975, -1.06484], [2.94284, 1.93618, -1.47854], [3.65859, 0.69807, -2.57619], [3.45612, 2.41682, -3.09622], [2.05068, 1.66103, -5.18749], [-3.12980, 1.92684, -2.19432], [-1.47246, 2.07742, 0.03551], [-3.50069, 0.05707, -0.77392], [-3.47113, 1.17988, 0.56467], [-2.83383, -1.51514, 0.65819], [-1.22224, -0.88792, 0.49893], [-2.59619, 0.66871, 2.53316], [-2.84339, -1.05749, 2.85769], [2.20966, -3.31649, 3.47308], [2.68093, -3.50534, 1.80953], [2.15553, -5.71619, 1.94011], [1.26164, -5.43062, 3.48184], [-0.61141, -4.93600, -0.04150], [1.17132, -4.94772, -0.00835], [0.67857, -2.62656, -0.08674], [-0.88731, -2.88004, 0.74573], [0.02192, -0.03816, -0.86224], [-2.78151, -0.17855, -2.73994], [-0.98070, 0.03927, -4.05986]]}